(1)
C2H4F2N | wB97M-V/def2-TZVPD

```
9
Properties=species:S:1:pos:R:3:forces:R:3
C -0.7675 -0.4998 -0.3390 -1.283 -0.397 2.561
C 0.7520 -0.3911 -0.1778 3.211 -2.538 -0.398
N -0.0594 0.7072 0.0470 -0.016 2.772 3.621
F -0.0708 1.9153 -0.5023 0.084 -1.356 0.327
F 0.0648 1.0060 1.9104 -0.607 -0.651 -4.581
H -1.2828 -0.4607 -1.3091 0.267 0.039 0.434
H -1.2884 -0.9366 0.6050 0.614 0.595 -2.027
H 1.1548 -0.7504 0.8446 -0.607 0.311 -1.792
H 1.4973 -0.5898 -1.0787 -1.662 1.225 1.855
```
Forces are in eV/Å.

The relative energy (zero: lowest compared OMol25 entry of this formula, charge and spin) is 69.8 kcal per mole. As for the total energy: -332.5034 Eh. As for the total charge: +1. For the LUMO energy (alpha / beta), the calculation gives -9.336 / -9.334 eV.


(2)
C3H3IN2OS | wB97M-V/def2-TZVPD

```
11
Properties=species:S:1:pos:R:3:forces:R:3
C -1.2598 -0.8183 0.6700 0.408 3.831 2.537
C -1.1417 0.6294 1.0574 -2.525 -4.312 -0.992
C 0.5164 -0.2653 -0.5910 -0.831 -1.002 0.071
N -0.1512 -1.1976 -0.0025 0.938 -1.397 -1.947
N 1.5151 -0.5162 -1.5038 1.625 1.393 1.205
O 1.1069 1.9820 0.5527 1.991 1.497 1.029
S -0.0718 1.4521 -0.0816 -0.939 -1.826 -1.108
I -2.7756 1.7327 1.8233 0.575 -0.322 -0.140
H -1.9421 -1.7046 1.0035 0.930 2.357 -0.438
H 1.8951 -1.4820 -1.5214 -0.728 0.885 0.250
H 2.3087 0.1879 -1.4067 -1.444 -1.103 -0.467
```
Forces are in eV/Å.

The relative energy (zero: lowest compared OMol25 entry of this formula, charge and spin) is 45.0 kcal per mole. As for the total energy: -996.6441 Eh. For the LUMO energy (alpha / beta), the calculation gives -0.849 / -0.849 eV.


(3)
C4H9N3OS3 | wB97M-V/def2-TZVPD

```
20
Properties=species:S:1:pos:R:3:forces:R:3
H -1.8127 -1.5832 -2.7322 0.017 -0.021 0.057
N -2.1044 -1.7286 -1.7664 0.262 0.270 0.126
C -1.3804 -1.0381 -0.9885 -0.124 -0.095 -0.077
C -0.2072 -0.1305 -1.3518 -0.120 -0.067 -0.090
S 0.4375 -0.3208 -3.0301 -0.006 -0.030 0.124
N -1.6340 -1.0024 0.3784 -0.021 -0.176 0.006
S -2.9253 -1.8511 1.0813 0.107 0.092 -0.040
H -0.5378 0.9115 -1.2744 0.002 -0.120 -0.030
H 0.6059 -0.2545 -0.6293 -0.058 -0.254 -0.490
H 0.9848 -1.5350 -2.8541 -0.041 0.088 0.022
H -0.8468 -0.8317 0.9878 -0.232 -0.100 -0.030
H -2.6104 -3.0975 0.6750 0.027 0.045 0.000
O 3.0348 0.3259 0.1416 -0.182 0.179 0.205
C 2.5906 1.1616 0.8831 -0.014 -0.029 -0.011
N 1.2475 1.2236 1.2412 0.189 -0.068 0.084
C 0.7152 2.1569 2.0786 -0.182 0.164 0.176
S -0.8460 2.2520 2.5120 0.348 -0.083 -0.124
H 3.1932 1.9589 1.3549 -0.059 -0.111 -0.095
H 0.6320 0.5198 0.8447 0.178 0.391 0.247
H 1.4636 2.8631 2.4482 -0.093 -0.076 -0.061
```
Forces are in eV/Å.

Its SMILES is [H]/N=C(\CS)NS.O=CNC=S. As for the total energy: -1591.8553 Eh. For the LUMO energy, the calculation gives -0.508 eV.